(1)
Molecular formula: C32H37F4N3O17S2
Method: DFT, ωB97M-V/def2-TZVPD

The geometry in XYZ format:
```
95
Properties=species:S:1:pos:R:3:forces:R:3:lowdin_charge:R:1
F -4.947 -7.037 -1.254 -0.012 -0.186 0.009 0.08
C -3.528 -4.847 6.463 -0.030 0.695 0.737 -0.07
C 1.412 4.626 -3.362 1.688 3.505 1.701 -0.37
C 4.858 4.039 -0.145 -0.566 -1.816 0.779 -0.10
C -1.196 -2.224 1.827 0.919 -0.178 -0.502 -0.11
S 5.926 -0.593 -0.146 7.525 -2.849 3.441 0.84
O 0.469 -0.827 -0.084 0.656 -0.159 -2.274 -0.10
O -3.754 -3.971 1.709 -0.602 -0.507 -0.822 0.14
C -3.435 5.847 1.720 2.812 -1.195 -3.218 -0.07
H -1.762 -3.012 2.427 0.472 1.467 -0.883 0.05
C -5.852 -4.920 -0.775 -0.767 0.407 -0.509 -0.07
H 1.035 0.713 -4.365 0.849 -0.029 1.624 0.15
O 7.058 0.133 0.562 -4.074 -0.739 -2.636 -0.30
H -2.184 -1.629 -0.194 0.880 -1.144 0.561 0.10
H -0.085 6.646 0.376 -1.577 -1.036 -0.013 0.09
H -1.323 -0.559 -2.220 1.063 1.487 -0.296 0.13
H 0.706 -2.956 0.029 -0.868 1.356 -0.916 0.13
S 4.664 -0.307 2.559 -3.753 -4.350 5.169 0.86
O -5.463 -3.991 0.226 0.520 -0.331 0.335 0.08
H -0.966 0.648 -3.545 0.732 -0.227 1.813 0.14
O 5.042 -1.731 2.856 0.662 4.593 -1.593 -0.27
O 1.810 -3.083 -3.505 3.801 2.662 0.981 -0.01
C 2.815 3.839 1.085 1.133 -1.739 -0.268 -0.09
H 3.532 0.035 -1.574 -1.089 -0.741 0.869 0.14
H -0.082 -2.346 -1.573 0.650 0.599 1.328 0.12
H 2.623 0.355 -3.533 -1.382 0.655 0.709 0.13
H 3.349 -1.852 -4.058 -0.179 -0.337 1.351 0.13
N -3.270 3.137 -1.281 2.028 0.644 0.851 0.04
C 3.096 -2.156 -1.637 1.217 -0.802 -0.294 -0.06
C -1.417 4.929 -0.534 -2.530 1.012 2.623 0.00
C 2.854 -0.707 -1.026 -1.010 -0.715 -1.110 -0.19
C -1.121 1.518 -1.441 -1.079 0.781 0.194 -0.06
C -1.082 6.095 0.463 -3.045 -1.305 0.326 -0.06
H -1.759 -3.476 0.064 0.439 1.840 -0.179 0.11
F 5.744 0.820 3.138 -1.812 -2.011 -1.654 -0.17
O 6.191 -2.069 0.084 -2.515 4.230 -2.233 -0.27
O -4.143 -5.806 0.446 -0.545 0.478 0.199 0.14
H -1.920 -5.043 4.994 0.069 -0.157 0.062 0.18
H -5.402 -4.634 -1.731 0.092 -0.240 0.062 0.15
C 4.359 -0.017 0.704 -2.184 2.526 -0.671 -0.46
C 0.031 -2.150 -0.455 -1.899 -1.939 0.545 -0.21
H 4.220 -2.408 -1.496 -1.670 0.467 -0.225 0.12
H -3.890 -5.414 7.325 0.177 -0.150 -0.128 0.15
O -5.431 -5.665 3.784 0.577 0.015 0.704 0.16
H -4.203 6.149 2.517 1.385 -0.563 -1.433 0.09
H 2.235 6.182 -4.761 -0.633 -1.576 -0.040 0.09
C -1.433 -2.381 0.219 1.474 -0.190 1.181 -0.18
C 1.768 5.147 -4.855 -0.800 -0.692 0.766 0.02
C -4.393 -4.537 0.869 0.707 0.835 1.114 -0.53
N 3.751 4.709 0.451 0.612 -5.010 0.051 0.04
H 5.644 4.711 -0.656 -1.530 -1.126 0.914 0.11
C 4.136 1.586 0.584 0.099 3.970 -0.695 -0.12
H 2.472 4.408 -5.392 -1.221 1.158 0.884 0.10
H 6.119 2.138 -0.639 -1.576 0.659 0.868 0.09
C -2.184 2.545 -2.095 -0.079 0.518 -3.854 -0.35
H -3.068 -3.924 6.818 -0.191 0.009 -0.161 0.14
C 1.573 0.750 -3.340 -1.426 0.770 -1.759 -0.07
O -4.613 -4.574 5.588 0.108 -0.477 -0.501 0.08
O 1.641 5.349 -2.367 -1.500 -3.555 -3.817 0.08
H -5.980 -6.731 0.442 0.114 -0.095 -0.094 0.18
H -0.673 4.612 -1.335 -1.091 0.632 1.275 0.07
C 1.308 -0.186 -1.052 1.164 2.308 1.159 -0.25
C -3.748 4.692 0.729 1.966 1.564 0.332 -0.04
H -3.822 2.428 -0.780 0.533 0.530 -0.102 0.13
H -1.658 1.056 -0.531 1.128 0.739 -1.271 0.13
C 2.790 -2.338 -3.189 -3.896 -2.254 -0.136 -0.18
C 1.721 2.304 -2.976 4.017 1.692 2.563 -0.28
C -0.674 0.370 -2.461 -1.593 -0.568 -0.014 -0.14
H -0.256 2.185 -1.062 -1.351 -1.115 -0.557 0.12
O 0.785 3.328 -3.300 1.737 -0.997 -0.132 0.02
H -1.778 7.452 2.243 -0.475 -1.540 -1.169 0.08
C 2.890 2.301 1.226 3.048 1.395 -2.060 0.03
C -2.065 6.576 1.564 -0.873 -2.880 -2.244 -0.09
H 2.545 -3.012 -1.091 0.646 1.734 -0.911 0.14
H 1.417 0.902 -0.652 -0.100 -1.753 -0.114 0.15
O 2.774 2.646 -2.356 -3.793 -1.410 -2.450 0.05
O -2.164 2.869 -3.319 0.317 -1.492 4.812 0.05
C 5.168 2.523 -0.144 -3.497 1.046 2.002 0.02
H -0.072 -2.443 2.008 -1.757 0.407 -0.189 0.08
O 3.196 -0.776 0.399 2.133 1.032 -0.149 -0.09
O -3.496 -6.340 4.740 -0.174 0.724 0.010 0.14
H -4.761 4.169 0.868 1.744 0.805 -0.402 0.09
C -4.593 -5.540 4.627 -1.190 -0.038 -0.987 -0.53
O 3.318 -0.070 3.217 4.215 0.961 -2.516 -0.29
H -1.363 -1.151 2.175 -0.007 -1.585 -0.331 0.08
C -2.610 -5.645 5.593 0.414 -0.578 0.150 -0.32
H -6.936 -4.941 -0.891 0.105 0.149 0.174 0.14
F 6.022 -0.139 -1.759 -0.925 -0.765 2.311 -0.20
H 2.091 1.713 1.784 1.313 0.929 -0.869 0.11
H 0.758 5.222 -5.409 1.684 -0.205 0.698 0.10
N 0.744 -0.049 -2.413 0.496 0.135 -0.296 -0.11
C -2.794 4.218 -0.408 0.632 2.690 2.807 -0.18
H 1.910 4.346 1.588 1.647 -0.825 -0.995 0.11
C -5.308 -6.208 -0.245 0.290 -0.586 -0.320 -0.32
F -1.914 -6.551 6.322 0.181 -0.049 -0.051 0.08
```
Positions in Å, forces in eV/Å.

For the LUMO energy, the calculation gives -1.7 eV. The value obtained for the energy relative to the best compared isomer or geometry (same formula, charge and spin) is 8.906 eV. The calculation puts the HOMO-LUMO gap at 6.585 eV. Its structure (SMILES) is CCCO[C@@H]([C@H](CC=O)OC(c1ccncc1)(S(=O)(=O)F)S(=O)(=O)F)N(CCC(=O)Nc1ccccc1)CC(=O)OC(C)=O.O=C1OC[C@@H](F)O1.O=C1OC[C@@H](F)O1. The value obtained for the highest occupied orbital energy is -8.250 eV.

***

(2)
Molecular formula: C32H37MoN4O2
Method: DFT, ωB97M-V/def2-TZVPD

The geometry in XYZ format:
```
76
Properties=species:S:1:pos:R:3:forces:R:3:lowdin_spin:R:1
O -0.759 -3.531 -1.055 -0.022 -0.009 -0.052 0.01
H -7.276 -1.365 -1.050 0.007 -0.004 -0.005 0.00
H -6.875 -0.130 0.131 0.001 -0.003 -0.002 0.00
C -2.538 -1.986 -0.676 -0.032 -0.103 0.105 0.00
H 0.963 3.520 -2.431 0.013 0.004 0.009 0.00
C 2.883 0.212 1.534 0.042 0.022 0.182 0.02
O -0.289 -1.737 0.153 0.218 0.097 -0.320 0.07
H -4.493 0.127 -2.436 -0.005 -0.008 -0.003 0.00
H -1.091 -1.245 -2.817 0.003 0.006 -0.002 0.00
N 0.773 0.087 2.679 0.456 0.005 0.649 0.01
C -0.022 -0.169 3.897 0.055 0.030 -0.069 0.01
C -4.739 3.286 -0.404 -0.033 -0.055 0.061 0.01
C -3.576 3.579 -1.042 0.123 -0.030 -0.016 0.01
H 6.192 0.144 4.231 -0.009 -0.003 0.018 0.00
H 1.424 2.511 0.030 0.010 0.010 -0.002 0.00
C -2.282 3.038 -0.849 -0.132 0.044 -0.084 0.02
C -2.336 -0.397 2.725 0.057 0.026 -0.021 0.01
H -5.618 3.846 -0.696 -0.005 -0.008 -0.003 0.00
H -1.530 3.498 -1.473 0.014 0.005 0.008 0.00
H -3.767 -3.550 2.072 -0.009 -0.009 -0.004 0.00
H -2.384 -0.347 -3.600 0.007 0.034 -0.009 0.00
H -1.909 -0.109 4.816 -0.025 0.003 -0.012 0.00
H -6.702 0.211 -1.595 -0.001 0.002 0.004 0.00
C 4.270 0.564 1.437 -0.162 -0.075 -0.025 0.00
N -0.481 1.696 0.022 -0.470 0.390 -0.270 0.01
C -6.579 -0.556 -0.831 -0.012 0.011 0.002 0.00
H 0.820 -0.103 -1.885 -0.002 -0.011 0.003 0.00
H -5.926 2.267 1.013 0.005 0.006 0.011 0.00
Mo 0.027 0.023 0.886 -0.265 -0.455 -0.291 1.69
C -1.836 2.035 -0.031 0.148 -0.170 0.311 0.01
H 2.689 -1.429 -0.850 0.014 0.002 -0.034 0.00
H -4.459 0.805 1.921 0.011 0.018 0.019 0.00
H -0.079 2.119 -2.546 0.017 0.017 -0.003 0.00
C 2.014 1.659 -2.344 0.111 -0.011 -0.031 0.00
C -4.033 1.461 1.176 0.097 -0.021 0.015 0.01
H -1.602 1.293 3.804 -0.002 0.003 0.025 0.00
H 2.241 1.775 -3.405 -0.006 0.004 0.000 0.00
H -1.452 0.412 -2.312 -0.024 -0.013 -0.005 0.00
C 5.265 0.568 2.360 0.092 -0.034 0.166 0.01
H -3.314 -4.579 0.715 -0.006 0.012 -0.007 0.00
H -3.394 -0.306 2.958 -0.008 -0.017 0.009 0.00
C 0.498 2.648 -0.531 -0.044 0.025 0.123 0.01
H -2.096 -3.592 1.486 -0.006 0.024 0.006 0.00
N -1.953 0.299 1.509 0.144 0.025 -0.204 0.00
H 4.569 0.884 0.448 0.004 0.002 0.009 0.00
C -3.144 -3.607 1.180 0.071 -0.006 0.018 0.00
H -2.125 -1.462 2.600 0.006 -0.002 0.011 0.00
H 0.148 3.653 -0.285 0.011 0.018 -0.024 0.00
C 0.796 2.518 -2.026 -0.089 0.023 -0.024 0.00
C -4.209 -0.599 -1.680 0.011 0.012 0.009 0.00
C 2.684 -0.335 -0.840 -0.014 -0.016 0.161 0.01
C 2.769 -0.171 4.021 0.216 0.030 0.168 0.00
C 2.165 0.088 2.820 -0.118 -0.022 -0.348 0.02
C -4.917 2.332 0.621 -0.074 0.073 -0.064 0.01
H 0.076 -1.231 4.152 0.003 0.010 0.027 0.00
C -2.652 1.230 0.903 0.067 0.134 -0.138 0.02
C -1.897 -0.531 -2.644 0.048 -0.062 0.000 0.00
C -1.133 -2.500 -0.577 0.099 -0.062 0.151 0.01
H -3.626 4.354 -1.798 0.004 -0.004 -0.006 0.00
H 2.199 -0.424 -2.883 0.009 0.001 0.005 0.00
C -1.499 0.206 3.854 -0.025 0.004 0.051 0.00
C -4.782 -2.013 0.155 0.021 0.017 -0.003 0.00
C 1.872 0.163 -2.023 -0.077 -0.022 -0.027 0.01
C 4.133 -0.181 4.417 -0.236 -0.019 0.022 0.01
H 0.408 0.406 4.718 -0.022 0.014 0.020 0.00
C -3.484 -2.502 0.215 -0.083 0.059 -0.028 0.00
H 2.879 2.069 -1.811 -0.001 0.003 -0.012 0.00
C -5.163 -1.059 -0.785 0.016 0.000 0.008 0.00
N 2.128 0.034 0.472 -0.223 -0.091 0.058 0.00
H -5.524 -2.407 0.843 0.003 0.002 -0.003 0.00
H 6.231 0.894 1.992 -0.005 0.002 -0.005 0.00
H 4.286 -0.475 5.449 0.016 0.000 -0.003 0.00
H 3.717 -0.009 -0.953 0.001 -0.011 -0.020 0.00
C -2.893 -1.050 -1.641 -0.038 0.075 -0.027 0.00
C 5.240 0.165 3.716 0.046 0.063 -0.217 0.00
H 2.109 -0.435 4.833 -0.015 -0.003 -0.022 0.00
```
Positions in Å, forces in eV/Å.

For the LUMO energy (spin up / spin down), the calculation gives -3.4 / -3.4 eV. The charge is +1. As for the spin multiplicity: 3. The calculation puts the HOMO-LUMO gap (spin up / spin down) at 6.727 / 7.458 eV. The value obtained for the highest occupied orbital energy (spin up / spin down) is -10.104 / -10.885 eV.